The following is a DFT calculation (wB97M-V/def2-TZVPD) of an isolated ion of composition C3H10NO5 and charge +1 in a non-equilibrium geometry.

CARTESIAN COORDINATES (ANGSTROEM)
C: 2.1171 0.8408 0.9576
N: 1.0516 0.0145 0.2785
C: -0.4245 0.4710 0.2857
O: -0.5077 1.6348 -0.3258
O: -0.8746 0.3495 1.5664
C: -1.0762 -0.6577 -0.7670
O: -2.0569 -0.1921 -1.5660
O: -1.6071 -1.6880 0.0367
O: -0.1084 -1.0972 -1.6543
H: 2.2097 1.9578 0.5696
H: 2.1238 0.9803 2.1210
H: 3.1033 0.3892 0.8772
H: 1.3005 -0.9395 0.6732
H: 1.1751 -0.1824 -0.7266
H: 0.1000 2.2763 0.0307
H: -1.8252 0.3755 1.6469
H: -2.9387 -0.4560 -1.3646
H: -1.4634 -2.5926 -0.1428
H: -0.2985 -1.4843 -2.4963

Forces on atoms 1 to 2 (eV/Å):
1.009 3.498 1.323
1.655 -1.127 1.703

## Properties
Orbital gap = 11.8 eV
E_tot = -14992.845 eV
Net charge = +1
F_max = 3.9 eV/Å
SMILES = C[NH2+]C(O)(O)C(O)(O)O